No. 1
Formula: C4H7N5O2
Source: OMol25
Level of theory: ωB97M-V/def2-TZVPD

```
18
Properties=species:S:1:pos:R:3:forces:R:3:nbo_charge:R:1
C -0.5176 1.4742 -0.0691 0.396 3.499 1.373 -0.103
C 0.1793 2.8672 -0.1362 -3.154 -4.363 -0.689 0.623
C -1.0013 2.3279 -2.0842 1.266 -1.050 -0.611 0.776
C 0.2596 -0.7608 0.6019 0.030 0.970 1.235 0.551
N -1.1585 1.1723 -1.3019 1.730 1.486 -1.086 -0.682
N -0.2237 3.2586 -1.4028 -0.854 -0.574 -0.646 -0.657
N 0.8832 -1.4237 1.6503 0.094 -0.725 -0.548 -0.824
N -0.3031 -1.4928 -0.4569 0.459 1.444 2.536 -0.836
N 0.1505 0.5640 0.7200 0.031 -3.228 -1.322 -0.479
O 0.8578 3.4010 0.6948 1.008 0.751 0.576 -0.637
O -1.3387 2.4466 -3.2439 -0.778 0.304 0.288 -0.630
H -2.0270 0.7352 -1.5292 -0.628 -0.344 0.746 0.417
H -0.2664 4.1268 -1.8679 0.625 1.341 0.022 0.420
H 0.7475 -2.3998 1.4972 0.285 -0.661 0.493 0.379
H 0.8441 -1.1743 2.6408 -0.392 0.314 -0.869 0.411
H -0.0042 -2.4344 -0.6703 0.099 0.530 -0.097 0.412
H -0.4617 -0.7786 -1.1237 -0.316 -0.241 -1.903 0.420
H 0.7576 0.9610 1.4064 0.100 0.547 0.502 0.439
```
Forces are in eV/Å.

## Properties
- energy (hartree) = -580.8593
- net charge = 0
- energy above the lowest of the compared OMol25 structures with the same formula, charge and spin (kJ/mol) = 0.0

No. 2
Formula: C4H7N6
Source: OMol25
Level of theory: ωB97M-V/def2-TZVPD

```
17
Properties=species:S:1:pos:R:3:forces:R:3:nbo_charge:R:1
N -2.3054 0.0466 2.2063 -0.145 0.246 -0.347 -0.328
C -1.8042 -0.0411 1.1659 -0.601 -0.644 0.734 0.374
N -0.9586 -0.2473 0.1855 0.422 -0.072 0.506 -0.632
C -1.0104 -0.0327 -1.0643 -0.332 1.530 -0.922 0.628
N -2.0784 0.1693 -1.8415 0.387 -0.083 -0.823 -0.737
N 0.1894 0.2792 -1.8149 0.840 -0.543 -0.105 -0.431
C 1.3785 0.0718 -1.4245 -1.069 -1.541 0.960 0.330
N 1.6073 -0.4803 -0.0363 2.114 -1.264 -1.981 -0.620
C 1.1653 0.3086 0.9127 -0.196 -0.285 1.925 0.429
N 1.3048 -0.0380 2.2153 -0.261 0.611 -3.158 -0.714
H -1.8080 0.4051 -2.8093 -0.811 -0.166 0.784 0.440
H -3.0598 0.0748 -1.5525 0.920 -0.019 -0.139 0.444
H 2.2687 0.2004 -2.0786 -0.733 0.072 0.644 0.241
H 2.0782 -1.4672 0.1132 -1.243 2.874 -0.313 0.460
H 0.7129 1.2650 0.5654 0.883 -0.599 0.888 0.258
H 0.8936 0.5099 2.9359 -0.356 0.274 0.514 0.445
H 1.4260 -1.0239 2.3218 0.181 -0.392 0.834 0.413
```
Forces are in eV/Å.

## Properties
- energy (hartree) = -484.8631
- SMILES = N#C/N=C(N)/N=C\NC=[NH2+]
- net charge = +1
- energy above the lowest of the compared OMol25 structures with the same formula, charge and spin (kJ/mol) = 38.1

No. 3
Formula: C4H7NO
Source: OMol25
Level of theory: ωB97M-V/def2-TZVPD

```
13
Properties=species:S:1:pos:R:3:forces:R:3:nbo_charge:R:1
H -1.2200 -2.7279 -0.2523 -0.090 0.041 0.006 0.346
N -1.6100 -1.8357 0.0550 0.307 0.168 -0.095 -0.690
C -0.7257 -0.9387 -0.0194 -0.289 -0.089 0.108 0.564
C -0.8917 0.5085 0.3937 -0.041 0.011 0.015 -0.495
C 0.3853 1.1781 -0.1210 0.043 0.054 -0.038 -0.430
C 1.3547 -0.0034 -0.2031 0.179 0.183 0.045 -0.068
O 0.5416 -1.1459 -0.4804 -0.075 -0.094 0.012 -0.505
H -1.8124 0.9202 -0.0252 0.137 -0.083 0.071 0.244
H -0.9752 0.5592 1.4848 0.035 -0.042 -0.144 0.233
H 0.7580 1.9701 0.5339 -0.063 -0.121 -0.108 0.220
H 0.2243 1.6050 -1.1160 0.025 -0.078 0.129 0.211
H 1.8735 -0.1703 0.7494 -0.051 0.053 -0.108 0.173
H 2.0975 0.0807 -0.9994 -0.117 -0.003 0.107 0.196
```
Forces are in eV/Å.

## Properties
- energy (hartree) = -286.6046
- SMILES = [H]/N=C1/CCCO1
- net charge = 0
- energy above the lowest of the compared OMol25 structures with the same formula, charge and spin (kJ/mol) = 71.0

No. 4
Formula: C4H7NO
Source: OMol25
Level of theory: ωB97M-V/def2-TZVPD

```
13
Properties=species:S:1:pos:R:3:forces:R:3:nbo_charge:R:1
C 1.5921 1.0879 -0.0495 -0.071 0.070 0.010 -0.728
C 0.8083 0.2588 -1.0247 -0.146 0.130 -0.183 0.449
C -1.1364 -1.7170 0.2725 -0.066 0.063 0.043 -0.267
N -1.4671 -0.5690 0.7139 0.000 0.420 0.100 -0.295
C -1.5965 0.6080 1.0278 -0.064 -0.607 -0.084 -0.024
O -0.1472 0.6532 -1.6506 0.480 -0.146 0.164 -0.537
H 2.5268 1.4027 -0.5310 -0.100 -0.052 0.056 0.236
H 1.0120 1.9634 0.2472 0.090 -0.100 -0.062 0.245
H 1.8581 0.4948 0.8319 -0.060 0.053 -0.136 0.229
H 1.1626 -0.7882 -1.1488 -0.006 0.117 -0.067 0.099
H -1.0559 -1.8556 -0.8013 -0.015 0.030 0.154 0.210
H -0.9613 -2.5345 0.9626 -0.101 0.116 -0.040 0.200
H -2.6181 0.9848 1.1292 0.059 -0.094 0.044 0.183
```
Forces are in eV/Å.

## Properties
- energy (hartree) = -286.4901
- net charge = 0
- energy above the lowest of the compared OMol25 structures with the same formula, charge and spin (kJ/mol) = 371.7

No. 5
Formula: C4H7NO
Source: OMol25
Level of theory: ωB97M-V/def2-TZVPD

```
13
Properties=species:S:1:pos:R:3:forces:R:3:nbo_charge:R:1
O -0.4211 0.6421 -2.2530 0.285 0.580 0.058 -0.571
C -0.1537 0.6995 -1.0768 0.019 0.055 -0.345 0.690
C 1.1522 0.3860 -0.3747 0.107 0.003 -0.111 -0.506
C 0.6359 -0.7532 0.5117 -0.008 -0.067 0.094 -0.406
C -0.8539 -0.3527 0.7792 -0.088 -0.109 0.267 -0.219
N -1.0729 0.8536 -0.0444 -0.110 -0.269 -0.167 -0.650
H 1.9516 0.1335 -1.0689 -0.092 -0.098 0.107 0.231
H 1.4380 1.2411 0.2473 0.026 -0.091 -0.247 0.227
H 1.2004 -0.8873 1.4371 -0.092 0.108 -0.123 0.218
H 0.6985 -1.6942 -0.0475 -0.157 0.161 0.168 0.213
H -1.0484 -0.1448 1.8309 0.011 -0.048 -0.016 0.196
H -1.5146 -1.1599 0.4395 0.038 0.110 0.210 0.188
H -2.0121 1.0364 -0.3804 0.062 -0.335 0.104 0.390
```
Forces are in eV/Å.

## Properties
- energy (hartree) = -286.6108
- SMILES = O=C1CCCN1
- net charge = 0
- energy above the lowest of the compared OMol25 structures with the same formula, charge and spin (kJ/mol) = 54.9

No. 6
Formula: C4H7NO
Source: OMol25
Level of theory: ωB97M-V/def2-TZVPD

```
13
Properties=species:S:1:pos:R:3:forces:R:3:nbo_charge:R:1
C -0.1934 0.9068 0.7165 -0.153 -0.070 0.082 -0.551
C 0.4608 -0.3858 1.1439 0.080 0.168 0.068 -0.088
O 0.1455 -1.5408 0.3606 0.005 -0.003 0.003 -0.500
C -0.0990 -1.4453 -0.9659 -0.087 0.135 -0.293 0.365
N -0.2040 -0.4110 -1.6830 0.057 -0.200 0.230 -0.488
C 0.0099 0.8930 -1.4445 -0.161 -0.115 -0.020 -0.181
H -1.2802 0.8567 0.6658 0.184 0.004 -0.054 0.228
H 0.1155 1.7341 1.3628 -0.003 -0.106 -0.132 0.234
H 1.5525 -0.2737 1.1405 -0.137 -0.012 -0.011 0.187
H 0.1576 -0.6565 2.1606 0.040 0.082 -0.141 0.203
H -0.2506 -2.4354 -1.3880 0.021 0.151 0.032 0.173
H -0.8781 1.5037 -1.6398 0.125 -0.059 0.082 0.175
H 0.4934 1.2595 -0.3592 0.029 0.027 0.153 0.244
```
Forces are in eV/Å.

## Properties
- energy (hartree) = -286.4505
- net charge = 0
- energy above the lowest of the compared OMol25 structures with the same formula, charge and spin (kJ/mol) = 475.6

No. 7
Formula: C4H7NO
Source: OMol25
Level of theory: ωB97M-V/def2-TZVPD

```
13
Properties=species:S:1:pos:R:3:forces:R:3:nbo_charge:R:1
C 1.7758 0.0653 0.3449 -0.025 0.059 0.085 -0.661
C 0.6944 0.4688 -0.5982 -0.002 0.794 0.380 0.145
C -1.3405 -0.8676 0.2306 -0.251 -0.226 0.558 -0.315
N -1.8580 0.0229 -0.8472 -0.457 -0.024 -0.370 -0.590
C -0.6622 0.3706 -0.1808 -0.077 -1.639 0.004 0.269
O -0.3523 1.5547 0.3834 1.548 -0.424 -1.150 -0.520
H 2.4956 0.8852 0.4296 -0.021 -0.135 0.045 0.237
H 1.3518 -0.1406 1.3293 0.117 -0.015 -0.113 0.234
H 2.3285 -0.8138 -0.0112 -0.195 0.109 -0.095 0.229
H 0.9783 0.5683 -1.6565 -0.347 1.111 0.489 0.212
H -1.7817 -0.8799 1.2157 -0.465 -0.006 -0.024 0.199
H -1.0236 -1.8370 -0.1643 0.128 0.321 0.336 0.197
H -2.6061 0.6030 -0.4754 0.045 0.075 -0.144 0.364
```
Forces are in eV/Å.

## Properties
- energy (hartree) = -286.4758
- net charge = 0
- energy above the lowest of the compared OMol25 structures with the same formula, charge and spin (kJ/mol) = 409.1

No. 8
Formula: C4H7NO
Source: OMol25
Level of theory: ωB97M-V/def2-TZVPD

```
13
Properties=species:S:1:pos:R:3:forces:R:3:nbo_charge:R:1
C -1.0071 0.0680 -1.0216 -0.579 -0.494 -0.184 -0.296
O -1.4526 0.8096 0.0902 0.027 -0.006 0.201 -0.515
C -0.7216 0.1063 1.0454 0.018 0.729 0.624 -0.034
C 0.7734 0.3380 0.8414 -0.333 -0.020 0.235 -0.193
N 1.5428 -0.8624 0.4427 0.119 -0.258 0.034 -0.567
C 1.1728 0.0864 -0.4994 0.544 0.071 -0.274 -0.022
H -0.6414 0.6927 -1.8415 0.107 -0.171 0.159 0.207
H -1.8484 -0.5231 -1.4079 0.005 0.103 -0.003 0.219
H -1.1191 0.2844 2.0510 0.057 -0.102 -0.133 0.182
H -0.5897 -0.8426 -0.2965 0.059 0.157 -0.736 0.211
H 1.2810 1.0500 1.4879 -0.092 -0.102 -0.061 0.231
H 0.9270 -1.6959 0.4690 0.125 0.127 -0.013 0.354
H 1.6828 0.4886 -1.3608 -0.054 -0.034 0.150 0.223
```
Forces are in eV/Å.

## Properties
- energy (hartree) = -286.3338
- net charge = 0
- energy above the lowest of the compared OMol25 structures with the same formula, charge and spin (kJ/mol) = 782.0

No. 9
Formula: C4H7NO
Source: OMol25
Level of theory: ωB97M-V/def2-TZVPD

```
13
Properties=species:S:1:pos:R:3:forces:R:3:nbo_charge:R:1
C -0.9258 -0.8209 -0.8942 -0.248 0.215 -0.180 -0.437
N 0.1468 0.1267 -0.5693 -0.787 1.216 -0.052 -0.480
C 1.4839 -0.4085 1.0822 0.638 -0.391 1.057 -0.275
C 0.2890 0.1310 0.9194 0.754 -2.535 -0.290 -0.123
C -0.1723 1.4832 -0.4344 -0.875 0.765 -1.636 0.515
O -1.2916 1.9257 -0.3363 0.125 0.524 -0.076 -0.592
H -0.8054 -1.7782 -0.3643 0.181 0.494 -0.073 0.207
H -0.8798 -1.0310 -1.9653 -0.072 0.133 0.074 0.216
H -1.8891 -0.3772 -0.6365 -0.174 -0.222 -0.087 0.211
H 1.6207 -1.2739 1.6936 0.778 0.301 1.495 0.200
H 2.2674 -0.0971 0.3962 -0.223 -0.710 -0.160 0.206
H -0.6137 0.0545 1.5331 0.342 -0.033 -0.240 0.220
H 0.7701 2.0657 -0.4242 -0.439 0.242 0.168 0.133
```
Forces are in eV/Å.

## Properties
- energy (hartree) = -286.4816
- net charge = 0
- energy above the lowest of the compared OMol25 structures with the same formula, charge and spin (kJ/mol) = 393.8

No. 10
Formula: C4H7NO
Source: OMol25
Level of theory: ωB97M-V/def2-TZVPD

```
13
Properties=species:S:1:pos:R:3:forces:R:3:nbo_charge:R:1
O 2.1469 0.3045 -0.6174 -0.160 -0.475 -0.452 -0.528
C 1.1445 -0.1371 -1.1294 0.441 -0.002 0.072 0.429
C 0.2370 -1.1592 -0.4901 0.183 -0.095 -0.012 -0.333
N -0.8963 -0.3892 0.0560 0.063 -0.021 -0.170 -0.385
C -0.7336 0.2073 1.3696 -0.051 0.017 0.271 -0.251
C -0.6732 1.0581 0.1668 -0.035 0.412 0.059 -0.287
H 0.7162 0.3123 -2.0523 0.276 -0.094 -0.002 0.116
H 0.7727 -1.7191 0.2837 -0.110 0.104 -0.082 0.208
H -0.1478 -1.8499 -1.2483 0.057 0.057 0.142 0.211
H 0.2161 0.0383 1.8845 -0.262 0.055 -0.073 0.197
H -1.6229 0.2177 1.9912 0.108 -0.158 -0.017 0.206
H 0.3275 1.4384 -0.0232 -0.481 0.214 -0.027 0.209
H -1.4870 1.6781 -0.1909 -0.030 -0.014 0.290 0.208
```
Forces are in eV/Å.

## Properties
- energy (hartree) = -286.5278
- SMILES = O=CCN1CC1
- net charge = 0
- energy above the lowest of the compared OMol25 structures with the same formula, charge and spin (kJ/mol) = 272.7

No. 11
Formula: C4H7NO
Source: OMol25
Level of theory: ωB97M-V/def2-TZVPD

```
13
Properties=species:S:1:pos:R:3:forces:R:3:nbo_charge:R:1
N -2.7553 1.6036 -0.6197 0.778 -0.757 0.154 -0.331
C -1.8871 0.8640 -0.4193 -0.716 0.594 -0.194 0.285
C -0.7610 0.0044 -0.1399 -0.103 0.009 0.096 -0.366
C 0.5823 0.4450 -0.6923 0.139 0.131 -0.015 -0.393
C -0.0768 -0.7737 -1.2393 -0.030 -0.136 -0.139 -0.383
H -0.8146 -0.4941 0.8235 -0.001 0.127 -0.186 0.248
H 1.4487 0.3188 -0.0538 -0.176 0.016 -0.157 0.248
H 0.5579 1.3490 -1.2927 0.009 -0.164 0.071 0.228
H 0.3293 -1.7301 -0.9233 -0.102 0.147 -0.105 0.231
H -0.5049 -0.7530 -2.2353 0.043 0.056 0.153 0.229
O 1.3246 -0.6013 2.0395 0.024 0.120 0.278 -0.942
H 1.9381 -0.2890 2.7138 0.002 -0.118 -0.019 0.477
H 0.6187 0.0563 2.0387 0.134 -0.024 0.064 0.470
```
Forces are in eV/Å.

## Properties
- energy (hartree) = -286.5649
- SMILES = N#CC1CC1.O
- net charge = 0
- energy above the lowest of the compared OMol25 structures with the same formula, charge and spin (kJ/mol) = 175.3

No. 12
Formula: C4H7NO
Source: OMol25
Level of theory: ωB97M-V/def2-TZVPD

```
13
Properties=species:S:1:pos:R:3:forces:R:3:nbo_charge:R:1
H 1.8715 2.2588 0.4281 0.127 -0.084 -0.007 0.346
N 2.0234 1.2495 0.4859 -0.292 -0.059 -0.170 -0.686
C 0.9831 0.6562 0.0897 0.275 0.011 0.100 0.563
C 0.7368 -0.8311 0.0536 0.049 -0.011 0.035 -0.489
C -0.7779 -0.8932 0.2495 -0.090 -0.044 0.026 -0.428
C -1.2313 0.3849 -0.4606 -0.243 -0.110 -0.053 -0.068
O -0.1381 1.3006 -0.3468 0.076 0.109 0.091 -0.508
H 1.0173 -1.2201 -0.9332 -0.002 0.095 0.124 0.227
H 1.3261 -1.3486 0.8105 -0.087 0.081 -0.096 0.243
H -1.2441 -1.7876 -0.1680 0.062 0.101 0.037 0.221
H -1.0240 -0.8436 1.3147 0.029 0.006 -0.118 0.211
H -1.4441 0.2109 -1.5212 0.066 0.026 0.085 0.176
H -2.0987 0.8632 -0.0021 0.029 -0.121 -0.054 0.193
```
Forces are in eV/Å.

## Properties
- energy (hartree) = -286.6041
- SMILES = [H]/N=C1/CCCO1
- net charge = 0
- energy above the lowest of the compared OMol25 structures with the same formula, charge and spin (kJ/mol) = 72.4